# C26H39CuN5O8PTe

A structure of composition C26H39CuN5O8PTe (the ωB97M-V functional and the def2-TZVPD basis, the OMol25 dataset).

Geometry as XYZ:
```
81
Properties=species:S:1:pos:R:3
Cu 0.02405 -0.06829 0.10889
O 7.21896 1.18993 -2.94607
N 6.61087 1.14051 -1.89976
O 7.07613 1.41028 -0.80811
C 5.17902 0.77396 -1.96450
C 4.82783 -0.01364 -2.99832
C 3.48838 -0.49593 -3.11934
C 3.08158 -1.34239 -4.16667
C 1.77978 -1.76319 -4.20732
C 0.90158 -1.32060 -3.20532
N 1.25993 -0.53052 -2.22053
C 2.53573 -0.12908 -2.16168
C 2.92481 0.72532 -1.04632
N 1.96834 1.03150 -0.13935
C 2.27566 1.85359 0.84470
C 3.53997 2.42385 0.99427
C 4.53272 2.09495 0.10868
C 4.24740 1.20344 -0.94468
H 5.57305 -0.29029 -3.73134
H 3.79768 -1.65108 -4.91782
H 1.42383 -2.41574 -4.99166
H -0.13761 -1.62678 -3.20984
H 1.48074 2.06548 1.55212
H 3.72897 3.11003 1.80766
H 5.52074 2.50681 0.21554
C -1.78933 1.26109 -2.09746
O -1.55306 0.03140 -1.43169
C -2.72162 -0.74786 -1.18998
C -3.70005 -0.11386 -0.21564
O -3.00164 0.18776 0.96656
C -3.70006 1.08294 1.80266
H -2.42920 1.10691 -2.97195
H -0.81902 1.63208 -2.41976
H -2.25227 1.99441 -1.43302
H -2.35350 -1.69693 -0.80360
H -3.23782 -0.93827 -2.14006
H -4.51296 -0.82700 -0.02049
H -4.15557 0.78981 -0.63712
H -4.63695 0.64824 2.16816
H -3.92855 2.01815 1.27748
H -3.05555 1.30392 2.65007
C 2.65381 -3.15864 0.19753
N 1.59198 -3.68549 1.02830
C 1.93475 -4.82258 1.86686
C 0.69406 -5.61381 2.21760
C -0.34541 -4.67038 2.78247
N -0.58400 -3.57355 1.85778
C -1.88951 -2.95457 1.91933
C 0.35766 -3.09821 1.00547
O 0.09898 -2.19033 0.18835
H 3.52225 -2.90239 0.81255
H 2.29857 -2.27154 -0.31037
H 2.96676 -3.89734 -0.54552
H 2.44353 -4.48593 2.77948
H 2.64542 -5.44286 1.31679
H 0.93532 -6.39241 2.94013
H 0.30024 -6.09702 1.32092
H -0.02841 -4.27821 3.75713
H -1.29279 -5.18943 2.93591
H -2.16865 -2.81873 2.96519
H -2.64685 -3.58366 1.44181
H -1.86448 -1.97994 1.44227
C 3.43290 -0.76962 4.77322
C 2.63010 -1.00630 3.51871
O 1.20640 -1.07373 3.82439
P 0.23700 0.13895 3.56695
O -0.15252 0.37744 2.15751
Te -1.73794 -0.33797 4.87596
O 1.04632 1.34822 4.19720
C 0.58334 2.72166 4.08983
C 0.12406 3.23363 5.43271
H 4.49594 -0.78905 4.52793
H 3.23801 -1.55211 5.50533
H 3.19840 0.19644 5.21464
H 2.85736 -1.97023 3.06992
H 2.79403 -0.23314 2.76516
H -0.20146 2.77027 3.33238
H 1.44586 3.28307 3.73040
H -0.75907 2.70275 5.78434
H -0.12685 4.29142 5.34378
H 0.91664 3.13435 6.17295
```

Calculated values
Total charge   +1
HOMO energy (alpha / beta)   -0.3717 / -0.3712 hartree
Lowest unoccupied orbital energy (alpha / beta)   -3.03 / -4.91 eV
2S+1   2
⟨S²⟩   0.753
Frontier orbital gap (alpha / beta)   7.09 / 5.19 eV
Energy above the lowest of the compared OMol25 structures with the same formula, charge and spin   13.5 kcal per mole